The following is a DFT calculation (ωB97M-V with the def2-TZVPD basis set) of 2 unconnected molecules or ions with the total composition CH2Cl2O3 in a non-equilibrium geometry.

Values from the calculation:
E_LUMO: -1.84 eV
Orbital gap: 7.8 eV
Molecular weight: 132.9 u
Energy above the lowest of the compared OMol25 structures with the same formula, charge and spin: 72.2 kcal per mole
Energy: -1185.25186 a.u.

```
8
Properties=species:S:1:pos:R:3:forces:R:3
Cl 2.085671 -0.503526 0.874542 -1.40 0.19 -0.31
Cl -1.937246 0.732340 0.965311 1.68 -0.61 0.09
O -0.053617 -1.322820 -0.302241 1.08 -0.71 0.21
O 0.614545 1.221050 -0.906568 -1.09 -1.62 -0.03
O -0.268890 0.287388 1.337381 -1.99 0.99 1.16
C 0.395051 -0.296122 0.381771 1.60 1.91 -3.69
H 0.141237 1.226545 -1.821607 0.98 -0.72 2.50
H -0.976751 -1.344855 -0.528588 -0.85 0.56 0.07
```
Forces are in eV/Å.

The following is a DFT calculation (ωB97M-V with the def2-TZVPD basis set) of 15 unconnected molecules or ions with the total composition C69H176N8O23 in a non-equilibrium geometry.

Values from the calculation:
E_LUMO: 0.34 eV
Orbital gap: 8.4 eV
Molecular weight: 1486.2 u
Energy above the lowest of the compared OMol25 structures with the same formula, charge and spin: 53.3 kcal per mole
Energy: -4902.66783 a.u.

```
276
Properties=species:S:1:pos:R:3:forces:R:3
O -3.400300 -2.823774 5.622288 0.51 0.20 -0.37
O 2.318515 -4.176732 1.286764 -0.38 1.09 -0.09
O -4.461349 6.969709 2.581529 0.32 -0.16 -0.04
O 0.013832 10.144915 1.973469 -0.05 1.76 1.05
O 0.640300 1.929445 6.930686 0.51 0.67 -0.96
O 4.367283 4.282791 0.413290 -0.51 -0.84 1.52
O -5.683132 3.803555 -0.602484 -0.20 -1.45 1.38
O -0.777925 -5.270955 -7.266997 -0.15 -1.01 0.25
O 2.240307 0.680655 2.734584 1.61 0.09 -0.03
O 0.210728 5.929210 4.658636 0.58 -0.09 -0.40
O -1.077464 -5.336058 0.049283 -0.27 -1.61 0.03
O 1.727581 -5.846800 -3.055137 -0.93 -0.30 -0.02
O 2.886940 -2.913963 -10.021637 0.02 -0.58 -0.90
O 3.517249 -2.323108 -4.754715 -0.15 0.03 0.47
O 3.965742 1.179956 0.713728 0.29 -0.33 -0.83
O 4.979163 -8.468509 4.852189 0.55 -0.56 -0.05
O -5.170123 -0.412656 -3.576663 0.48 0.87 0.58
O -1.887284 6.250172 -0.364342 -0.50 -0.48 -1.40
O 0.702966 -1.142831 -1.183193 -0.51 -0.15 0.68
O -5.522434 -2.824453 1.489694 0.67 0.92 2.28
O 2.855208 1.812711 -3.549367 -0.85 -0.88 -0.39
O -1.571539 2.879355 1.647366 -0.31 0.36 0.90
O -0.937589 -1.243066 -5.370358 1.00 0.10 -0.45
N 4.011406 -6.962104 2.749740 0.01 0.16 0.76
N 1.372650 0.430182 -5.632143 0.02 0.36 0.89
N -1.348043 -6.352461 -4.451186 -0.08 0.24 -0.58
N 3.248010 -3.863815 -7.165374 1.13 0.93 -2.06
N -4.092345 -1.125814 3.363214 0.75 0.17 0.11
N -0.104671 0.139325 1.219528 -0.02 -0.23 0.22
N -4.642504 0.904226 -0.956492 -2.35 -0.35 -0.06
N -1.729886 8.126483 3.584805 -2.17 0.52 1.20
C 3.062490 -4.280506 -9.655444 -0.90 -0.04 0.46
C 4.103363 -8.430780 2.689708 -1.21 0.60 -0.54
C 4.491656 -1.623816 -4.009302 -0.02 -0.54 -0.72
C -0.194601 0.743624 -0.070085 -0.15 2.45 -1.06
C -1.832559 4.186618 2.181489 0.37 -0.75 0.83
C 5.293626 -8.820600 3.504682 0.25 -0.39 0.38
C -2.276177 -1.138863 -5.049735 -0.92 -0.94 0.09
C -1.050706 1.980896 2.646251 0.29 0.03 -1.03
C 3.740846 -3.717520 -4.753182 1.10 -0.16 -0.03
C -4.685250 3.100204 0.167447 -1.79 0.89 0.95
C -1.942797 -3.572880 1.409151 -0.54 0.52 -0.72
C 2.866480 2.227115 -4.899347 0.94 -0.28 0.07
C 1.883101 -5.732502 -1.651483 -0.32 1.05 0.16
C 3.281396 4.527106 1.377530 -0.53 0.57 -2.17
C -2.957894 -1.472962 5.575083 -1.36 -0.43 -0.85
C 0.937897 -6.967846 -3.446262 0.59 -0.73 -0.34
C 1.576708 -1.646486 -2.146683 0.65 -0.41 0.14
C 2.474891 -4.474074 -8.250195 1.27 -0.02 -0.17
C -5.219362 -0.627347 2.613814 -1.05 -0.86 -0.13
C -1.034501 -5.020081 -4.907677 -0.45 0.68 -0.83
C -1.149846 0.541051 2.128404 -0.57 0.37 1.63
C -0.749224 4.453638 -1.533606 -0.65 0.15 -0.50
C -5.668524 -3.665775 0.399655 -0.74 0.81 -0.43
C 5.658861 -0.350769 -0.248037 -0.32 0.18 -0.77
C -0.561702 -0.677508 -6.626044 -0.61 0.62 0.78
C 3.431325 1.253812 4.688270 1.54 -0.64 -0.32
C 3.124011 6.028637 1.404442 -0.74 0.81 -0.28
C -1.064123 -3.953687 0.252498 0.19 1.02 -0.70
C 0.333421 6.719692 -1.247179 -0.90 0.79 -0.76
C -5.188939 4.695121 -1.512546 0.79 0.67 -1.34
C 5.166653 0.457264 0.961709 0.63 -0.48 0.90
C -1.639170 -4.722400 -6.290187 -0.22 0.79 0.62
C 2.260967 0.481275 4.132630 -0.49 1.58 0.08
C -1.346415 -5.325689 -8.551331 0.22 -0.21 0.42
C -4.729663 -1.057318 -2.376815 -2.28 -0.07 -1.05
C 2.598340 -2.797408 1.174907 -0.83 0.47 1.15
C -1.487040 -3.261340 -1.050708 0.34 -0.03 -0.21
C -0.170440 10.978952 3.148920 0.43 -0.86 -0.87
C -0.978964 7.973762 2.424624 2.04 -0.19 -2.01
C 0.322589 8.833524 2.266327 -0.30 -1.43 -0.25
C -0.610429 5.686931 -0.666976 0.22 0.07 0.19
C 0.674079 4.650174 5.134968 0.28 1.14 -1.16
C -0.582984 -6.869565 -3.341112 -0.10 0.53 0.77
C -5.374549 -1.419224 1.299711 -0.28 0.15 -0.78
C -4.090640 -0.786747 4.771681 0.79 -0.01 0.37
C 2.314181 -0.957316 4.553250 0.37 1.15 0.60
C -1.272424 7.849334 4.927298 0.57 -0.91 -1.74
C 2.921645 -4.287314 -5.882762 -0.42 -2.01 1.80
C 0.910414 -0.553898 -6.608590 2.56 1.01 -0.23
C -0.129437 1.240430 7.866717 -0.97 -0.81 -0.30
C -5.579144 6.408925 3.278571 1.08 -0.97 0.28
C 2.040182 3.865295 0.772765 0.36 -0.66 1.48
C -6.137869 -1.110779 -4.289212 0.28 -0.43 -1.14
C -2.549372 -3.702457 6.325896 -1.03 0.40 -0.55
C 3.356044 -4.826332 1.923540 1.64 0.45 0.11
C -5.979075 5.103802 2.604453 -0.81 -0.25 0.06
C -3.940843 2.041976 -0.512214 1.86 0.06 -0.19
C 3.224181 -2.737246 -11.380576 -0.44 0.96 -0.69
C 2.676391 1.035711 -5.807699 0.37 -0.17 -1.15
C 0.872925 0.246434 -0.998546 0.55 0.44 -1.27
C 3.023775 -6.269318 1.953792 0.20 -1.81 -0.45
C -5.227184 6.045620 4.732763 -0.10 0.03 -1.64
C 6.173754 1.480052 1.510907 0.13 -0.56 -0.22
C -3.898616 -0.125383 -1.628001 0.76 0.93 0.32
C 6.085289 -8.541079 5.738069 -0.52 0.30 0.17
C 0.101316 -0.246489 7.795622 0.04 -0.91 -0.50
C 3.231908 2.793790 -2.651695 1.40 0.39 0.50
C -1.625064 1.525657 7.589346 0.62 0.27 1.42
C -1.023450 6.368656 5.161935 0.68 -0.24 2.17
H 0.003962 -4.824854 -5.139956 0.76 -0.15 0.52
H -3.187385 0.358560 -2.274965 0.82 -0.09 -0.63
H 3.857511 2.702251 -5.016988 -0.32 0.00 -0.66
H -6.192105 5.959360 5.193017 -0.31 -0.62 0.67
H -2.153224 0.871965 8.317496 -0.17 0.43 -0.78
H 0.047783 2.166009 2.785491 -0.82 0.31 0.38
H -4.071045 -2.128566 3.291414 -0.04 -0.42 -0.06
H 2.742433 1.351390 -6.853523 -0.12 0.50 -0.01
H -0.170706 5.344282 0.258623 0.19 -0.06 0.47
H -2.051263 8.122210 5.583964 -1.07 0.42 0.82
H 0.210468 1.506237 8.862941 -0.51 0.56 0.46
H 2.855622 -1.790111 -11.785466 -0.30 0.15 0.63
H -3.894459 3.726724 0.562865 -0.04 0.98 -0.21
H -0.167705 -0.685472 6.826939 0.01 0.32 -0.07
H -4.064983 0.288957 4.937599 0.12 0.24 -0.25
H 4.069461 6.560170 1.416197 0.21 -0.08 0.05
H -0.998248 6.193147 6.269488 -0.15 0.11 -0.42
H 0.716604 4.617904 6.218249 -0.24 -0.14 0.22
H -2.323053 -5.801684 -8.510997 -0.31 -0.01 -0.10
H -1.363983 -2.185534 -0.957731 0.43 0.07 0.00
H 1.149019 3.987656 1.367989 -0.45 0.66 0.39
H 4.311438 3.080582 -2.771320 -0.73 0.06 -0.23
H -0.502401 -0.798581 8.526046 0.32 0.21 0.13
H 1.511182 -1.126891 -3.099986 -0.08 0.23 -0.10
H 3.405970 4.162276 2.385869 0.84 -0.44 0.30
H -1.224473 -6.902189 -5.278195 0.07 -0.90 -0.28
H 2.526022 6.415838 0.563520 0.53 -0.39 -0.23
H 5.701008 -8.391515 6.742964 -0.12 0.40 0.05
H 4.962852 -0.332246 1.722192 0.05 0.61 -0.04
H -1.386416 4.606133 -2.412110 -0.17 0.32 0.20
H 4.947681 -1.154146 -0.472458 0.04 0.02 0.20
H 0.215073 4.211142 -1.976775 0.17 -0.41 0.37
H 4.384289 0.740229 4.401259 -0.61 0.17 0.30
H -6.198065 -0.761927 3.130909 0.42 0.09 0.21
H 2.595299 -1.536914 -1.745449 0.11 -0.21 -0.37
H -6.858682 4.619583 3.069267 0.25 0.43 -0.01
H 3.444803 -4.162107 -3.778696 -0.06 0.15 -0.53
H -4.665748 5.109882 4.642465 -0.22 0.03 0.65
H -6.276308 -1.123440 0.766644 -0.19 0.61 0.01
H 1.568311 1.667854 6.974039 -0.18 -0.04 0.14
H 3.553145 2.240041 4.273837 -0.42 0.52 -0.16
H -1.358365 -5.830673 0.840522 0.25 0.57 -0.42
H -1.664086 2.082892 3.576113 0.66 -0.04 -0.48
H 4.278084 -2.671271 -11.569290 0.93 -0.35 0.24
H 0.717521 0.668984 -2.001778 -0.04 0.52 0.16
H 3.187819 2.369096 -1.667047 -0.22 -0.27 0.58
H -1.574638 -3.982860 2.329345 0.32 0.02 0.69
H 0.693576 10.806766 3.847847 -0.76 0.38 -0.48
H -3.201206 1.828521 0.260642 0.19 -0.72 -0.03
H -0.197357 -0.834196 0.994205 0.01 -0.85 0.53
H -2.395811 4.752474 1.475733 0.12 0.40 -0.94
H 0.035039 3.889304 4.694121 -0.01 -0.45 0.34
H -0.735859 6.925667 2.112307 0.17 0.20 0.47
H -5.102655 0.456453 2.445770 -0.05 -0.40 -0.37
H -2.531229 -3.360035 -1.322218 -0.41 -0.67 0.12
H 1.881097 -4.094800 -5.591130 -0.26 -0.21 -0.09
H -2.887899 -1.842128 -5.643702 -0.02 0.28 -0.13
H -1.123455 10.704772 3.619049 0.26 0.26 0.12
H -1.921973 1.373617 6.549745 0.22 -0.45 0.12
H -1.432677 -4.317217 -8.940191 -0.11 0.23 -0.46
H -0.695336 -5.949175 -9.161258 0.06 0.21 -0.15
H -2.712960 -5.019112 -6.394953 0.75 -0.19 -0.03
H -2.534662 4.182649 3.047695 0.68 -0.44 -0.03
H -5.593071 -1.928980 -4.771591 -0.48 -0.45 -0.21
H 1.527469 -1.467035 4.056210 -0.66 -0.95 -0.18
H -1.156975 0.614549 -0.602593 -0.04 -0.42 0.44
H -5.631079 -1.254513 -1.782096 -0.06 -0.19 0.15
H -1.042362 -0.026059 3.067387 -0.07 -0.33 -0.37
H 6.566081 -9.509782 5.804783 0.14 -0.45 -0.57
H -1.571217 -3.755903 5.874712 0.50 -0.17 -0.20
H 1.707590 4.547257 4.733260 -0.71 -0.03 0.25
H 2.810585 -3.468013 -12.078301 -0.15 -0.52 0.38
H -2.055445 -2.469132 1.453831 -0.08 -0.64 0.28
H -0.872297 -1.251689 -7.460693 -0.40 -1.29 -0.83
H 3.527537 -2.641923 0.666507 0.48 0.23 -0.81
H 5.381412 -1.575493 -4.646506 0.24 0.34 0.46
H 2.595416 -6.469869 -1.303192 0.21 -0.35 0.24
H -4.273325 -2.029695 -2.548643 0.39 -0.07 -0.37
H 6.136312 -8.229482 3.126608 0.10 0.01 0.21
H -1.576463 -3.638181 -6.422625 -0.33 0.22 0.11
H 1.218709 -7.170612 -4.472055 0.02 0.14 -0.52
H 1.013284 8.723312 3.123996 -0.25 0.11 -0.12
H 2.608453 3.683105 -2.661433 -0.18 0.27 -0.25
H 4.363572 -4.635523 1.387761 -1.33 -0.36 0.68
H 1.455036 -4.156639 -8.243133 -0.99 0.20 -0.06
H 2.140548 2.779504 0.826526 0.30 -0.01 -0.71
H 3.117905 -5.380818 -5.883603 -0.53 0.29 0.39
H -1.932592 6.607062 0.511854 0.39 0.30 0.69
H 1.355379 0.110451 -4.677234 -0.50 -0.37 0.10
H 6.816520 -7.771242 5.492633 0.18 0.02 0.03
H -4.659162 6.755679 5.289468 0.47 0.76 0.15
H 3.491205 -4.456217 2.967925 -0.07 -0.02 -0.38
H 1.354913 0.998059 4.480143 -0.11 -0.43 0.45
H 3.850479 -6.659348 3.709721 0.42 -0.49 -0.03
H -3.103439 -4.620929 6.243470 0.35 -0.75 0.24
H 4.111397 -4.555155 -9.652182 0.44 0.04 -0.01
H -1.005814 -7.854772 -3.085242 0.24 0.29 -0.03
H -2.908879 -4.049548 1.209037 -0.15 0.38 0.20
H -2.473085 -3.402591 7.357145 0.18 0.10 0.66
H 3.550290 0.380437 -5.750568 -0.05 -0.51 0.50
H 1.419646 0.402890 2.335299 -1.14 -0.44 -0.72
H -1.959411 -1.384575 5.116648 -0.18 0.04 0.05
H 3.117598 -6.710692 0.973633 -0.11 0.15 -0.72
H 4.077252 -0.682322 -3.755491 -0.18 1.26 -0.20
H -5.157584 4.405080 2.774166 0.05 0.01 -0.46
H -6.227078 5.201372 1.538972 0.34 0.00 0.19
H -0.453712 8.522813 5.140773 0.63 -0.27 0.29
H -2.405136 -1.467030 -4.020986 0.16 0.10 0.20
H 6.121507 2.406700 0.935954 0.18 -0.14 0.02
H -1.353729 -4.263498 -4.192350 -0.14 0.03 0.12
H 0.870988 8.516915 1.361691 -0.23 -0.48 0.46
H -2.681041 -0.141852 -5.143145 -0.07 0.49 -0.13
H -0.025840 -3.645874 0.412563 0.05 0.01 0.25
H 1.338747 6.351822 -1.350057 0.41 -0.33 -0.19
H 1.400121 -0.162652 -7.530874 -1.06 -0.45 -0.04
H 6.664860 -0.816172 -0.170888 -0.60 0.48 0.39
H 2.518743 6.392209 2.224887 0.02 -0.22 0.73
H -6.571077 -0.488028 -5.121493 0.38 -0.36 1.13
H 1.347150 -2.698585 -2.338725 0.03 0.11 0.18
H -6.000836 5.281448 -1.935819 -0.19 0.14 0.26
H 4.453631 3.305269 0.394300 -0.11 0.53 -0.14
H 1.162630 -0.449074 7.940749 0.06 -0.23 0.24
H -6.303986 7.171109 3.196273 -1.44 0.62 0.38
H -1.081833 0.269865 -6.786819 0.23 0.40 0.37
H 0.373444 7.573882 -0.585494 0.04 0.30 0.25
H -1.876303 2.562220 7.823904 0.04 -0.01 0.07
H 3.296705 -1.341010 4.315278 0.14 -0.43 -0.18
H -4.689770 -3.875828 -0.050130 -0.36 0.06 -0.51
H -3.316644 2.528208 -1.285293 -0.10 -0.09 -0.32
H -6.904897 -1.524993 -3.631445 -0.26 0.10 -0.08
H -5.222226 2.783455 1.084761 0.09 -0.34 -0.67
H 2.202187 -0.932288 5.639597 -0.17 -0.52 -0.03
H -2.660103 7.724940 3.418070 0.44 0.37 0.27
H 3.290715 -2.857502 -7.194375 -0.17 0.21 -0.41
H 2.071077 2.911075 -5.141235 -0.42 0.70 0.28
H -6.460091 -3.251142 -0.280273 0.92 -0.31 -0.07
H 1.267625 -7.882828 -2.922771 0.01 0.32 0.31
H -1.606711 8.366631 1.627475 -0.11 0.01 -0.34
H 4.843154 -3.940615 -4.876395 -0.86 0.27 -0.13
H -0.866980 4.658623 2.448324 -0.58 0.10 0.05
H -1.197960 3.639181 -0.956303 0.33 -0.07 -0.13
H 1.924213 0.514908 -0.743192 -0.54 -0.31 0.38
H -2.969829 -1.112865 6.595322 0.30 0.51 0.34
H 7.184079 1.097013 1.505221 0.43 -0.13 -0.30
H -5.457259 1.202179 -1.515366 0.65 -0.33 0.27
H 3.374380 1.031178 1.465979 -0.23 -0.07 0.26
H 1.733145 -2.310682 0.742971 0.11 0.02 -0.74
H -4.555001 -1.167224 0.634327 0.41 -0.27 -0.07
H 2.547590 -4.971187 -10.394625 0.27 0.77 0.74
H -1.882910 5.791441 4.805003 0.01 -0.09 -0.38
H 4.234896 -8.755215 1.639396 0.03 0.28 0.40
H 1.385355 -1.531835 -6.470331 -0.19 -0.22 0.20
H -2.177504 0.383398 1.788805 -0.02 -0.20 -0.26
H -4.443216 5.332794 -1.054956 0.26 0.52 0.10
H -3.377157 -0.764479 -0.942843 0.73 0.01 0.84
H -4.855728 7.257648 1.751791 0.47 0.12 -0.21
H 2.317472 -4.722304 -1.491337 -0.27 -0.62 0.13
H -0.866253 -3.621707 -1.898992 -0.34 0.26 0.49
H 1.886116 4.270271 -0.200649 -0.15 -0.09 -0.84
H 5.647682 0.256158 -1.157263 0.18 0.23 0.04
H -0.185364 11.989798 2.731160 0.00 -0.06 0.53
H -0.027703 7.118487 -2.225477 0.24 -0.47 0.55
H -0.164622 1.861706 0.050952 0.44 -0.97 -0.24
H 4.706960 -2.058411 -3.043855 0.24 -0.73 0.28
H 6.000282 1.707787 2.553294 -0.48 0.21 0.28
H 5.569073 -9.895455 3.403498 -0.33 0.46 0.21
H -4.991106 -1.155110 5.238477 -0.65 -0.03 0.42
H -4.704739 4.234314 -2.383671 0.09 -0.27 0.05
H 3.428109 1.328924 5.773761 -0.10 -0.08 0.11
H 2.703524 -2.256579 2.142326 0.08 -0.73 -0.03
H 3.156806 -8.901795 3.051247 0.63 -0.01 -0.05
H 1.971195 -6.450166 2.230884 0.11 0.24 0.28
H -0.784305 -6.191954 -2.505978 -0.16 -0.20 0.26
H 0.932486 -5.807892 -1.065525 0.65 0.04 -0.55
H -6.093873 -4.559529 0.818253 0.02 -0.69 -0.02
H 2.503692 -5.546261 -8.087429 -0.19 -0.32 0.23
```
Forces are in eV/Å.